ORCA calculation (ωB97M-V/def2-TZVPD) on a molecular structure, C40H65N2O7PSi2Ti at a distorted geometry.

Cartesian coordinates (Å):
H 4.580 2.098 0.227
H -2.752 -1.225 -1.193
H -1.585 5.875 -3.479
C -0.015 0.035 3.334
H -3.602 -2.574 0.751
H -4.687 0.870 4.118
H -0.100 -4.753 2.104
H -3.476 1.499 2.067
H 2.107 5.365 -3.176
C -4.773 -1.216 3.620
H -5.318 -1.487 4.515
H 0.739 6.334 -2.589
C 4.547 2.869 -2.739
C 3.642 3.003 -1.518
H -0.278 6.352 2.078
H 1.298 -5.066 -4.633
O 0.890 1.075 1.383
C -3.793 3.176 -2.698
H -2.012 4.314 1.705
C -0.095 -2.257 -3.359
H -1.142 -2.717 2.244
C 1.857 -3.839 -0.407
C 2.095 -0.425 -2.833
C 1.146 5.806 -3.452
P 0.283 -0.621 -2.653
O -0.044 3.754 -2.874
H 3.795 5.149 -1.555
O 0.065 1.840 -1.143
C -3.024 2.191 -2.099
H -0.838 3.001 1.467
H 1.208 -4.251 -1.182
H -5.331 0.941 0.042
H -1.071 -5.528 -5.172
H 1.929 -2.992 -3.494
H -2.828 -3.936 -4.458
H 2.014 3.113 1.718
H 2.293 -2.914 -0.772
Si 0.770 3.290 -1.570
H -1.383 5.441 -1.273
H 3.199 4.509 -0.024
H 0.619 2.256 5.214
H -0.836 0.566 3.828
H -3.364 3.799 -3.473
H 5.586 2.778 -2.422
H 0.094 3.230 -5.497
H -6.684 2.696 -1.010
C 3.888 1.816 -0.566
H 2.950 1.495 -0.119
H 1.016 4.678 -5.918
C -0.801 -4.625 -4.642
Si -2.525 -0.011 -0.323
H 2.301 3.847 3.307
N 1.581 1.886 3.365
H 2.649 -4.548 -0.186
H 1.702 0.850 5.214
H -1.054 5.961 -5.165
H -1.921 3.479 0.145
N 1.095 -3.572 0.815
C -3.789 -1.822 1.512
C 1.559 1.858 4.828
C -0.324 0.459 -3.997
Ti -0.010 0.370 -0.294
H 4.455 3.745 -3.382
C -5.111 3.364 -2.305
C -1.336 3.847 0.987
H 2.306 0.642 -2.746
C -5.657 2.556 -1.318
H 4.925 4.370 -0.439
C 2.382 2.933 2.724
H 4.279 1.985 -3.319
C -3.404 -0.502 1.280
H 1.314 5.976 1.411
C -4.888 1.566 -0.724
C -1.162 5.301 -4.305
H 0.529 -0.532 4.091
C 0.193 4.718 -3.929
C 0.567 -2.387 1.015
H 3.429 2.633 2.681
C -1.437 -2.549 -3.614
H 0.517 4.837 2.521
H -1.406 0.364 -4.091
C 0.795 3.974 -5.116
H -1.827 6.364 0.172
H -1.854 4.499 -4.567
H 4.330 0.974 -1.101
C -0.996 5.913 -0.369
H 2.372 2.474 5.196
C -4.461 -2.181 2.674
H 0.351 -2.469 3.168
O 0.690 -1.453 0.177
H -5.709 4.138 -2.767
H -0.293 6.699 -0.646
C -0.212 -2.144 2.291
H 1.723 3.480 -4.821
H 1.313 6.523 -4.254
H -4.758 -3.210 2.833
O 0.754 4.232 -0.241
C -3.558 1.371 -1.098
C 0.935 -4.661 1.778
H 1.572 -4.511 2.651
H 2.638 -0.959 -2.053
H -2.208 -1.847 -3.318
C -4.416 0.109 3.396
H 0.144 0.152 -4.932
C 0.874 1.052 2.640
C 0.883 -3.183 -3.705
C 0.529 -4.360 -4.351
C 0.356 5.547 1.707
H 2.415 -0.779 -3.812
O -0.588 -0.794 2.359
C -3.735 0.458 2.241
O 2.293 2.958 -2.029
H -0.080 1.496 -3.780
H 1.223 -5.592 1.303
H -1.990 2.061 -2.398
C 3.909 4.340 -0.832
C -0.309 4.872 0.508
C -1.786 -3.724 -4.256

**Total charge**: +2
**ΔE to the lowest compared entry with this formula, charge and spin**: 24.5 kcal/mol
**HOMO-LUMO gap**: 0.2700 Ha
**HOMO level**: -13.10 eV
**LUMO level**: -5.8 eV
**DFT total energy**: -108003.034 eV
**Multiplicity**: 1